{"formula": "C3H2InO3", "method": "ωB97M-V/def2-TZVPD", "spin_multiplicity": 2, "total_charge": 2, "gap_ev": [10.5018, 7.0109], "de_lowest_ev": 0.0000, "symbols": ["C", "C", "O", "H", "H", "C", "O", "O", "In"], "positions_angstrom": [[-4.704, 0.269, -0.002], [-3.763, -0.566, -0.382], [-2.659, -1.026, -0.296], [-5.354, -0.653, 0.359], [-4.887, 1.201, -0.534], [-0.526, -0.439, 0.675], [-0.796, 0.690, 0.875], [0.294, -1.267, 0.496], [2.411, 1.394, -0.406]], "forces_ev_per_angstrom": [[-3.05, -2.28, -0.40], [9.68, -1.66, 0.47], [-6.21, 1.07, -1.23], [-0.61, 2.49, 0.41], [-0.54, 0.21, 0.53], [5.17, 1.69, 0.46], [-2.08, -1.06, -0.20], [-2.56, -0.50, -0.07], [0.21, 0.04, 0.02]], "lowdin_spin": [0.499, 0.149, 0.317, 0.012, 0.018, -0.001, 0.007, -0.002, 0.000]}